Formula: C20H57O12
Source: the OMol25 dataset
Level of theory: ωB97M-V/def2-TZVPD

Structure (ORCA input):
```
! wB97M-V def2-TZVPD RIJCOSX def2/J DEFGRID3
* xyz -1 1
O 4.21880 -42.55675 11.97388
O 4.70404 -43.26710 8.94081
O 8.80246 -40.73982 9.61675
O 6.44892 -40.80616 4.09675
O 6.14911 -45.51380 9.86476
O 4.61443 -45.06785 6.47683
O 6.16212 -42.09067 7.66994
O 6.11991 -41.73695 9.75704
O 6.51943 -45.79695 4.59178
O 2.06321 -44.38058 9.37694
O 5.90869 -39.05999 9.30396
O 8.22989 -40.99989 6.23997
C 2.64266 -45.05716 5.18228
C 0.91301 -43.67146 9.69165
C 0.08928 -44.51821 10.72407
C 9.81979 -42.50886 10.72826
C 4.17189 -41.31827 3.96970
C 11.18673 -41.19162 9.29678
C 7.33346 -44.68543 4.52413
C 5.68351 -42.40794 8.82883
C 4.16894 -43.83353 12.45400
C 9.75647 -41.72276 9.47846
C 0.19049 -43.38107 8.35662
C 3.68210 -47.09183 6.36567
C 8.41214 -44.73767 5.57932
C 5.99376 -38.37403 10.52677
C 8.44797 -39.56756 6.69898
C 3.32727 -45.64777 6.41704
C 7.89627 -44.59160 3.06151
C 5.19933 -39.14068 4.87732
C 5.24981 -40.60479 4.82425
C 7.14282 -45.22008 10.78259
H 4.88660 -44.86591 7.46112
H 5.71040 -44.58697 9.60218
H 11.47584 -40.41909 9.94070
H 4.54396 -44.06351 13.44797
H 7.92405 -41.00069 9.48352
H 4.08572 -38.70415 5.27190
H 6.84763 -45.73974 11.78856
H 3.15109 -44.18600 12.62647
H 2.78370 -45.64769 7.35519
H 10.56391 -43.30599 10.81326
H 9.98334 -41.83464 11.58064
H 6.58149 -37.35270 10.58317
H 4.09791 -47.14718 5.38374
H 4.43666 -47.55253 6.86587
H 8.38414 -45.40192 10.34013
H 7.56897 -44.74221 1.98426
H -0.11718 -44.28632 7.64267
H 1.21909 -42.80246 10.21053
H 0.69440 -45.16728 11.57860
H 3.35680 -45.13016 4.22965
H 7.18666 -44.10083 11.04819
H 11.26403 -40.54482 8.27210
H 5.40840 -38.59703 3.89333
H 6.49946 -43.99957 4.87829
H -0.36104 -42.66344 8.68390
H 1.67517 -45.66303 4.99080
H 7.77168 -41.37397 7.05643
H 8.52456 -45.38899 2.99775
H 8.70859 -42.90377 10.86983
H 7.07956 -41.02023 4.71317
H 8.28070 -44.52079 6.85014
H 9.52868 -39.18982 6.57451
H 8.64514 -43.79561 2.87095
H 5.77699 -39.96720 9.55444
H 5.79428 -38.50882 5.51826
H 8.92141 -43.85108 5.59184
H 4.08958 -40.87547 3.04912
H -0.80432 -44.05025 11.00936
H 4.51532 -44.53903 11.86582
H 5.72285 -45.58262 5.07410
H 2.85730 -47.72731 6.35089
H 2.15142 -43.98846 5.33616
H -0.32489 -45.30676 10.31707
H 8.06092 -39.35922 7.68724
H 0.86626 -42.76621 7.90018
H 3.29503 -41.09803 4.50819
H 11.78310 -41.85056 9.08495
H 5.69180 -42.48700 7.11654
H 2.83231 -43.78669 9.24644
H 4.25921 -42.33513 3.71709
H 6.22895 -39.05479 11.50029
H 4.88527 -38.43767 10.71408
H 5.31013 -41.08148 5.82178
H 9.62703 -42.35351 8.55466
H 7.89213 -39.16902 5.88205
H 9.18028 -45.67394 5.53800
H 4.90361 -42.20014 11.45611
*
```

## Properties
DFT total energy (eV): -46223.927
LUMO (eV): 2.780
HOMO-LUMO gap (eV): 9.805

Formula: C4H14N
Source: the OMol25 dataset
Level of theory: ωB97M-V/def2-TZVPD

Structure (ORCA input):
```
! wB97M-V def2-TZVPD RIJCOSX def2/J DEFGRID3
* xyz 1 1
N 0.63630 -1.66717 1.00474
C -0.16953 2.57157 -0.09276
C 1.45563 -2.17864 -0.16303
C -1.70765 0.38213 -0.21892
C -0.40879 1.14954 -0.69029
H -2.59766 1.09677 -0.17651
H -0.72142 3.35162 -0.64671
H 0.94456 -1.73269 -1.04990
H 0.23684 -0.79730 0.67496
H -0.31941 1.06356 -1.70106
H -0.07449 2.73055 1.05906
H 2.42217 -1.65075 -0.15619
H 1.59532 -3.26268 -0.27258
H -1.80915 -0.33911 -1.01008
H 0.43516 0.65870 -0.22109
H -1.65247 -0.05323 0.76400
H 1.35793 -1.55939 1.88035
H -0.06368 -2.36948 1.18177
H 0.77422 2.98602 -0.36912
*
```

## Properties
DFT total energy (eV): -5856.994
LUMO (eV): -3.927
HOMO-LUMO gap (eV): 10.731

Formula: C49H60IrN4P2Si2
Source: the OMol25 dataset
Level of theory: ωB97M-V/def2-TZVPD

Structure (ORCA input):
```
! wB97M-V def2-TZVPD RIJCOSX def2/J DEFGRID3
* xyz 2 2
Ir 0.14788 0.15573 0.24724
P -1.51743 1.57160 1.26670
P 2.43902 0.21115 0.46129
Si 0.44251 -0.40496 2.60509
Si -1.29166 -4.98151 -0.17771
N -1.36218 0.95180 -1.59473
N 1.09120 -2.55827 -2.92164
N -1.05503 0.85575 -2.97252
N 0.50255 -1.07583 -1.28479
C 1.67131 -1.53948 -2.01124
C -4.16301 2.30579 0.63274
C -3.07149 2.26498 -3.45465
C 4.41545 1.61392 -0.97087
C -0.22792 5.95573 0.70170
C -2.62843 2.12951 3.78257
C 0.29961 -2.22948 3.02982
C -5.47689 2.01415 0.28887
C -2.26727 -5.55403 1.31541
C 0.34939 -5.85576 -0.34599
C -0.89264 0.36730 5.05337
C -2.34648 -5.16407 -1.71434
C 3.58727 -3.18986 -1.69231
C 4.79023 -3.46277 -1.13984
C 4.34688 0.87435 2.43690
C 3.12511 4.05416 -0.62023
C 2.31199 -0.42242 -2.83316
C 2.63142 -2.23754 -1.03733
C -0.16331 3.87176 1.89954
C -1.61715 1.30939 -5.25424
C -1.14113 5.41520 -0.19141
C -0.58559 -1.75289 -1.72556
C -0.79968 0.53014 3.66593
C 3.17018 1.66525 -0.34928
C 2.14916 0.14168 3.15358
C -2.70800 1.94869 5.14931
C -3.61489 -0.02907 0.43168
C 4.75532 0.95001 3.75522
C 3.05136 0.43986 2.14646
C 3.87534 0.60510 4.77877
C -0.20833 -2.64169 -2.74887
C -1.84012 1.06158 5.78407
C -0.87916 -3.16063 0.08597
C -1.56298 4.10064 -0.04482
C 4.48006 -1.67572 0.49416
C -5.85840 0.71025 0.01062
C -4.92646 -0.31675 0.08943
C -3.06629 -0.20325 -3.88019
C -3.21992 1.28250 0.69996
C -2.21628 1.06463 -3.87402
C -1.67644 1.41431 3.05513
C 5.21929 -2.76890 0.01857
C 5.00921 2.78557 -1.41571
C 2.58119 0.21613 4.48126
C 0.26264 5.18115 1.74466
C 3.28752 -1.30165 -0.07376
C 4.36627 4.00361 -1.24069
C 2.52477 2.88613 -0.17663
C -1.08984 3.32309 1.01132
H 3.26518 -3.73583 -2.56865
H 0.09460 6.98240 0.58938
H 1.10005 -2.80930 2.56413
H -3.85942 -0.11980 -4.62291
H 1.71892 -0.25572 -3.73288
H -3.88758 3.32882 0.85079
H 5.97868 2.74817 -1.89460
H 0.97413 5.60019 2.44403
H 3.33448 -0.67865 -3.12107
H -5.22408 -1.33924 -0.10411
H 4.89340 -1.10193 1.31144
H -1.63015 -2.39916 0.23740
H -0.83366 -3.29400 -3.33618
H -2.17765 0.37140 -1.43019
H -0.65888 -2.66755 2.74715
H -3.60259 2.08626 -2.51506
H -1.10308 2.27242 -5.29102
H -1.63144 -5.62796 2.19957
H -3.08141 -4.86225 1.54182
H -1.80993 -4.84163 -2.60434
H 1.90774 -0.02340 5.29403
H 5.43607 -4.20627 -1.58817
H 0.21501 3.27870 2.72492
H -3.26603 -4.57833 -1.63613
H 1.58548 -2.91330 -3.72472
H 0.23368 -6.93978 -0.29386
H -0.30036 1.49702 -3.18658
H -2.39889 1.31789 -6.01214
H -2.63489 -6.20681 -1.86091
H 4.92082 0.66456 -1.10672
H -2.45368 -1.07061 -4.12928
H -1.53496 6.01834 -0.99883
H -1.58210 -1.62268 -1.35705
H -0.90217 0.52418 -5.50786
H 0.41010 -2.32582 4.11400
H -1.64290 1.89542 -1.33168
H -3.55142 -0.37690 -2.91342
H 2.62783 5.00394 -0.47157
H 5.03083 1.15797 1.64612
H -2.70745 -6.53757 1.13772
H -3.44655 2.49043 5.72480
H -3.29877 2.82411 3.29068
H 0.82738 -5.62449 -1.30226
H -1.91082 0.91378 6.85373
H -0.23050 -0.31555 5.57154
H -2.29008 3.70879 -0.74804
H -3.82577 2.46804 -4.21486
H -2.89326 -0.83493 0.51427
H -2.45618 3.16360 -3.35289
H 4.83122 4.91369 -1.59581
H 2.32584 0.50624 -2.27580
H -6.20465 2.81351 0.24549
H 0.12479 -2.83653 0.30897
H 4.20111 0.65693 5.80939
H 6.15051 -3.03326 0.49857
H 1.96982 -2.87036 -0.41206
H -6.88297 0.49279 -0.25951
H 1.03266 -5.56090 0.45422
H 5.75830 1.28149 3.98899
H 1.55593 2.92341 0.30723
*
```

## Properties
DFT total energy (eV): -94905.528
<S²>: 0.79
LUMO (spin up / spin down) (eV): -5.849 / -5.883
HOMO-LUMO gap (spin up / spin down) (eV): 6.048 / 6.099

What is the DFT total energy in the second record? -5856.994 eV

Among the records above, which one has the highest DFT total energy? C4H14N

What is the formula in the first record? C20H57O12